(1)
# C3H4N4

C3H4N4 as an isolated structure (ωB97M-V/def2-TZVPD, OMol25).

* highest occupied orbital energy: -8.684 eV
* calculated total energy: -9131.6823 eV
* relative energy (zero: lowest compared OMol25 entry of this formula, charge and spin): 499.3 kJ/mol
* frontier orbital gap: 0.3549 Eh

```
11
Properties=species:S:1:pos:R:3:nbo_charge:R:1
N -0.27706 2.00663 -0.01090 -0.8046
C -0.44102 0.64477 -0.10214 0.2826
C -1.07755 -0.37900 0.47796 -0.1919
N -0.46876 -1.35125 -0.43650 -0.2659
C 0.88897 -1.65323 -0.12818 0.1749
N 1.47444 -0.66241 -0.69454 -0.2845
N 0.16021 -0.18302 -1.10887 -0.1133
H -0.24005 2.33068 0.94603 0.3905
H 0.52375 2.33390 -0.53674 0.3938
H -1.84333 -0.57089 1.21326 0.2192
H 1.30039 -2.51618 0.38063 0.1992
```



(2)
# C3H4N4

The molecule C3H4N4 in a non-equilibrium geometry (ωB97M-V/def2-TZVPD, OMol25).

* structure (SMILES): C=Nn1ccnn1
* highest occupied orbital energy: -9.799 eV
* calculated total energy: -9133.0432 eV
* relative energy (zero: lowest compared OMol25 entry of this formula, charge and spin): 368.0 kJ/mol
* frontier orbital gap: 0.3683 Eh

```
11
Properties=species:S:1:pos:R:3:nbo_charge:R:1
C -0.95889 1.11097 -1.67059 -0.1114
N 0.21261 0.62323 -1.45502 -0.1823
N 0.49347 0.12944 -0.18569 -0.0834
C -0.32263 -0.41965 0.79560 -0.1071
C 0.58725 -1.02183 1.63422 -0.1194
N 1.86420 -0.91650 1.03618 -0.2100
N 1.74952 -0.36186 -0.06583 0.0008
H -1.14078 1.59585 -2.63782 0.2109
H -1.61421 1.21984 -0.79865 0.1621
H -1.32554 -0.35066 0.84258 0.2198
H 0.45499 -1.60882 2.50503 0.2201
```